Below is 2 unconnected molecules or ions with the total composition CH6N2O2, with properties calculated with wB97M-V/def2-TZVPD.

Each line ends with the natural charge from an NBO analysis.
Geometry (Å):
1 N -0.12472 -1.38183 1.39743  -0.834
2 C -0.15957 -0.70712 0.21526  0.784
3 N -1.38688 -0.41564 -0.29130  -0.843
4 O 0.85796 -0.36146 -0.36411  -0.691
5 H -0.94875 -1.82154 1.77950  0.388
6 H 0.76595 -1.80663 1.59583  0.406
7 H -2.30108 -0.64556 0.05434  0.394
8 H -1.37456 0.25445 -1.03745  0.412
9 O 0.84596 2.37950 -0.98984  -0.967
10 H 1.03242 1.42023 -1.00130  0.492
11 H 1.32865 2.62328 -0.19043  0.460

Cartesian forces (eV/Å) of the 6 atoms listed first:
N 0.0 -0.3 0.3
C -0.4 0.0 0.0
N -0.3 0.4 -0.5
O 0.3 0.0 0.0
H 0.2 0.1 -0.1
H -0.1 0.0 0.1

Values from the calculation:
Charge ... 0
F_max ... 0.745 eV/A
Kohn-Sham gap ... 11.03 eV
E_HOMO ... -10.4 eV
ΔE to the lowest compared entry with this formula, charge and spin ... 0.266 eV
Structure (SMILES) ... NC(N)=O.O
Calculated total energy ... -301.73435 a.u.

---

Below is C19H26N4O3 in the gas phase at a distorted geometry, with properties calculated with wB97M-V/def2-TZVPD.

Each line ends with the natural charge from an NBO analysis.
Geometry (Å):
1 C 3.25662 1.88098 -1.34265  -0.413
2 N 2.20540 0.93813 -1.52471  -0.608
3 C 2.03046 0.29942 -2.71829  0.669
4 O 2.73540 0.57309 -3.67703  -0.655
5 C 0.76317 -0.52836 -2.89379  -0.145
6 N 0.22990 -1.12682 -1.63208  -0.623
7 C -0.49217 -0.40512 -0.71867  0.684
8 O -0.62262 0.81265 -0.89388  -0.649
9 C -1.11895 -1.08400 0.56323  -0.105
10 C -0.44005 -0.61389 1.93284  -0.401
11 C 1.00740 -0.35352 1.87631  -0.109
12 C 2.04231 -1.20216 1.58057  -0.003
13 N 3.23750 -0.56251 1.50968  -0.534
14 C 3.07306 0.67924 2.12515  0.132
15 C 4.11850 1.62778 2.41301  -0.241
16 C 3.61497 2.90909 2.84032  -0.193
17 C 2.27131 3.15771 3.09180  -0.254
18 C 1.32474 2.24636 2.55283  -0.150
19 C 1.75120 0.91880 2.10081  -0.104
20 N -2.54868 -1.08857 0.56733  -0.579
21 C -3.25659 -1.58854 -0.36598  0.671
22 C -4.68160 -1.08768 -0.41180  -0.698
23 O -2.81687 -2.36582 -1.21475  -0.654
24 C 0.65176 -1.42699 -4.18525  -0.206
25 C 1.77361 -2.44963 -4.22587  -0.618
26 C -0.73054 -1.99442 -4.35294  -0.595
27 H 2.72129 2.63102 -0.78183  0.204
28 H 3.54931 2.26389 -2.30842  0.236
29 H 3.96612 1.41246 -0.74195  0.189
30 H 1.50973 0.74752 -0.83183  0.413
31 H 0.09964 0.34021 -3.15016  0.249
32 H 0.14505 -2.14486 -1.62884  0.414
33 H -0.78748 -2.12342 0.54455  0.199
34 H -0.61296 -1.33945 2.70829  0.225
35 H -0.83500 0.26804 2.24114  0.214
36 H 1.82376 -2.18244 1.30091  0.206
37 H 4.17000 -0.92761 1.33055  0.416
38 H 5.09796 1.51407 2.26455  0.210
39 H 4.29644 3.70221 3.15536  0.210
40 H 1.98340 4.12228 3.48958  0.219
41 H 0.26605 2.42360 2.52838  0.206
42 H -3.01203 -0.54072 1.23898  0.397
43 H -5.02612 -0.61240 0.47316  0.207
44 H -5.21810 -1.96740 -0.69100  0.241
45 H -4.80883 -0.30767 -1.34457  0.244
46 H 0.71329 -0.78561 -5.10119  0.226
47 H 1.84502 -3.01319 -3.27455  0.188
48 H 2.71109 -1.91994 -4.25047  0.236
49 H 1.56251 -3.13234 -5.14254  0.212
50 H -0.95356 -2.76822 -3.58459  0.202
51 H -1.33600 -1.18983 -4.26864  0.207
52 H -0.91290 -2.51534 -5.34323  0.212

Cartesian forces (eV/Å) of the 6 atoms listed first:
C -2.2 0.7 0.0
N -1.0 -2.4 -1.8
C 0.5 0.8 0.3
O 0.1 -0.5 -0.4
C -1.7 1.1 -0.4
N 0.0 -0.8 -0.2

Values from the calculation:
Charge ... 0
F_max ... 6.991 eV/A
Kohn-Sham gap ... 8.63 eV
E_HOMO ... -8.1 eV
ΔE to the lowest compared entry with this formula, charge and spin ... 3.599 eV
Structure (SMILES) ... CNC(=O)[C@H](NC(=O)[C@@H](Cc1c[nH]c2ccccc12)NC(C)=O)C(C)C
Calculated total energy ... -1184.31909 a.u.

---

Below is 2 unconnected molecules or ions with the total composition C4H5NO2 at a distorted geometry, with properties calculated with wB97M-V/def2-TZVPD.

Each line ends with the natural charge from an NBO analysis.
Geometry (Å):
1 C -1.65902 1.58370 0.18708  -0.039
2 N -1.15572 2.57917 -0.19330  0.197
3 O -0.93796 3.73958 -0.36088  -0.396
4 H -1.58512 0.61493 0.37806  0.228
5 C 0.40415 -2.18547 0.83821  -0.684
6 C 0.50761 -0.90919 0.11902  -0.177
7 C 0.71897 -0.10105 -0.74921  0.306
8 O 0.83903 0.83423 -1.66532  -0.656
9 H 1.46651 -2.61932 1.04855  0.237
10 H -0.18856 -2.00614 1.73453  0.233
11 H 0.09166 -3.01764 0.11604  0.244
12 H 1.49845 1.48722 -1.45279  0.505

Cartesian forces (eV/Å) of the 6 atoms listed first:
C 1.0 4.6 -1.6
N -2.1 -1.1 1.7
O 0.8 0.4 -0.7
H 0.2 -3.7 0.6
C 2.0 -1.4 -0.9
C 0.4 -0.4 -1.0

Values from the calculation:
Charge ... 0
F_max ... 4.915 eV/A
Kohn-Sham gap ... 9.96 eV
E_HOMO ... -9.4 eV
ΔE to the lowest compared entry with this formula, charge and spin ... 6.357 eV
Structure (SMILES) ... C#[N+][O-].CC#CO
Calculated total energy ... -360.43581 a.u.

---

Below is 2 unconnected molecules or ions with the total composition C3H12NOS at a distorted geometry, with properties calculated with wB97M-V/def2-TZVPD.

Each line ends with the natural charge from an NBO analysis.
Geometry (Å):
1 C 0.34996 -1.20978 -0.79673  -0.203
2 C 0.86880 -0.07985 -1.77679  -0.478
3 C -0.11920 1.08898 -1.73309  -0.484
4 S 0.56181 2.37413 -0.46930  -0.212
5 N 0.55447 -0.57326 0.64238  -0.776
6 H -0.80055 -1.48062 -0.89591  0.266
7 H 1.15307 -1.99037 -0.81675  0.247
8 H 0.87997 -0.52739 -2.93046  0.281
9 H 1.86993 0.25469 -1.40998  0.255
10 H -1.31324 0.89086 -1.47619  0.261
11 H -0.04362 1.81986 -2.58508  0.276
12 H 0.07591 2.92598 0.69824  0.207
13 H -0.02481 -1.06200 1.40546  0.452
14 H 1.36231 -0.28364 1.22061  0.459
15 H 0.20839 0.38591 0.51354  0.445
16 H -2.55312 -1.03380 3.63733  0.488
17 H -1.20350 -0.99306 3.63825  0.457
18 O -1.82659 -0.50665 3.13447  -0.940

Cartesian forces (eV/Å) of the 6 atoms listed first:
C 1.7 0.5 0.2
C -1.6 -1.5 -1.5
C -3.0 1.8 0.7
S 2.0 0.7 0.1
N -2.4 -0.3 2.1
H 2.8 0.4 0.3

Values from the calculation:
Charge ... +1
F_max ... 3.614 eV/A
Kohn-Sham gap ... 9.82 eV
E_HOMO ... -13.2 eV
ΔE to the lowest compared entry with this formula, charge and spin ... 3.380 eV
Calculated total energy ... -649.32644 a.u.

---

Below is C22H32N2O3 in the gas phase, with properties calculated with wB97M-V/def2-TZVPD.

Each line ends with the natural charge from an NBO analysis.
Geometry (Å):
1 C -0.91550 6.49608 -2.21973  -0.251
2 O 0.23213 6.37757 -3.02208  -0.495
3 C 0.79466 5.14052 -3.17029  0.265
4 C 1.93554 5.08383 -3.97252  -0.228
5 C 2.57745 3.88405 -4.20134  -0.237
6 C 2.08923 2.71366 -3.63588  0.288
7 C 0.96465 2.76190 -2.80588  -0.126
8 C 0.32182 3.97664 -2.58221  -0.236
9 C 0.54646 1.53215 -2.16028  -0.209
10 C 1.07875 0.36741 -2.53201  0.000
11 C 0.71242 -0.95294 -1.91880  -0.232
12 N 0.17029 -0.79539 -0.58453  -0.456
13 C 1.19717 -0.46385 0.38617  -0.252
14 C 0.51369 -0.10941 1.70831  -0.200
15 N -0.31972 -1.16908 2.22866  -0.469
16 C 0.27074 -2.08918 3.17357  -0.021
17 C -0.77654 -2.61471 4.18855  -0.406
18 C -0.46506 -4.10112 4.40727  -0.409
19 C 0.94988 -4.28624 3.85974  -0.399
20 C 0.96584 -3.36306 2.64857  -0.431
21 C -1.22716 -1.69102 1.22439  -0.064
22 C -2.39756 -0.70740 1.03090  -0.434
23 C -3.69656 -1.43180 0.67828  -0.059
24 O -4.09666 -2.34513 1.67346  -0.721
25 C -0.55033 -1.96868 -0.13062  -0.226
26 C 2.05023 0.34370 -3.68307  -0.088
27 O 2.77073 1.54923 -3.85949  -0.487
28 H -1.74448 5.89625 -2.61037  0.174
29 H -1.18948 7.54959 -2.25031  0.199
30 H -0.71468 6.20578 -1.18294  0.173
31 H 2.29994 5.99843 -4.41158  0.223
32 H 3.46067 3.83834 -4.81812  0.225
33 H -0.54527 3.98020 -1.94012  0.209
34 H -0.17371 1.58041 -1.35895  0.224
35 H -0.05468 -1.42372 -2.54616  0.211
36 H 1.59410 -1.62272 -1.92934  0.170
37 H 1.76538 0.39433 0.02247  0.215
38 H 1.89564 -1.30871 0.53335  0.161
39 H 1.26203 0.16234 2.45467  0.202
40 H -0.12518 0.76277 1.53153  0.190
41 H 1.01856 -1.51084 3.72668  0.194
42 H -0.70433 -2.05517 5.12028  0.206
43 H -1.78309 -2.47517 3.80006  0.206
44 H -1.15919 -4.71893 3.83563  0.199
45 H -0.54256 -4.38933 5.45469  0.209
46 H 1.68527 -3.95141 4.59355  0.193
47 H 1.16601 -5.32290 3.60318  0.210
48 H 0.37847 -3.81401 1.84904  0.196
49 H 1.97130 -3.16306 2.27889  0.209
50 H -1.64276 -2.63140 1.59841  0.224
51 H -2.15428 0.00240 0.24141  0.220
52 H -2.53891 -0.15581 1.96366  0.208
53 H -3.57208 -2.02991 -0.22708  0.171
54 H -4.49249 -0.69435 0.49615  0.162
55 H -4.17587 -1.86878 2.50801  0.462
56 H -1.32209 -2.21211 -0.86505  0.198
57 H 0.12554 -2.83872 -0.04717  0.169
58 H 2.81252 -0.42843 -3.53804  0.195
59 H 1.50312 0.10692 -4.61557  0.172

Cartesian forces (eV/Å) of the 6 atoms listed first:
C -0.1 0.0 0.1
O 0.2 -0.1 -0.2
C 0.1 -0.1 0.0
C -0.2 0.0 0.1
C -0.1 -0.2 0.1
C -0.3 0.2 0.1

Values from the calculation:
Charge ... 0
F_max ... 0.605 eV/A
Kohn-Sham gap ... 8.27 eV
E_HOMO ... -7.6 eV
ΔE to the lowest compared entry with this formula, charge and spin ... 2.964 eV
Structure (SMILES) ... COc1ccc2c(c1)C=C(CN1CCN(C3CCCC3)[C@@H](CCO)C1)CO2
Calculated total energy ... -1192.69152 a.u.